A cluster of 2 separate species, C59H65N6O2 in total at a distorted geometry. Source: OMol25; level of theory: the ωB97M-V functional and the def2-TZVPD basis.

Each atom is followed by the atoms it is bonded to, with distances in Å.
Positions of all 132 atoms, in Å:
1 C 2.2973 -3.9167 5.0710  N2 1.448, H29 1.092, H30 1.094, H31 1.100
2 N 1.8177 -2.7189 4.4137  C1 1.448, C3 1.375, C26 1.457
3 C 0.9958 -1.8315 5.0684  N2 1.375, O4 1.229, C5 1.533
4 O 0.4693 -2.0182 6.1635  C3 1.229
5 C 0.8145 -0.6213 4.1454  C3 1.533, C6 1.539, N13 1.458, H32 1.108
6 C 1.3056 0.7130 4.7351  C5 1.539, C7 1.508, H33 1.105, H34 1.097
7 C 0.2063 1.3925 5.5120  C6 1.508, C8 1.401, C12 1.394
8 C -0.5170 2.4538 4.9523  C7 1.401, C9 1.398, H35 1.095
9 C -1.5326 3.0647 5.6937  C8 1.398, C10 1.400, H36 1.093
10 C -1.8350 2.6094 6.9825  C9 1.400, C11 1.401, H37 1.094
11 C -1.1378 1.5213 7.5228  C10 1.401, C12 1.395, H38 1.090
12 C -0.1256 0.9152 6.7788  C7 1.394, C11 1.395, H39 1.091
13 N 1.5688 -1.0264 2.9654  C5 1.458, C14 1.358, C26 1.471
14 C 1.5569 -0.2784 1.8326  N13 1.358, C15 1.382, H40 1.088
15 C 2.6398 -0.2178 0.9761  C14 1.382, C16 1.394, H41 1.090
16 C 2.7956 0.3459 -0.2895  C15 1.394, C17 1.446, H42 1.085
17 C 3.9570 -0.0171 -1.0714  C16 1.446, C18 1.429, C25 1.429
18 C 4.2826 0.6270 -2.3044  C17 1.429, C19 1.383, H43 1.092
19 C 5.5333 0.4914 -2.8779  C18 1.383, C20 1.426, H44 1.091
20 C 6.5418 -0.2921 -2.2432  C19 1.426, N21 1.367, C24 1.421
21 N 7.8522 -0.2526 -2.6307  C20 1.367, C22 1.454, C23 1.446
22 C 8.9177 -0.7222 -1.7604  N21 1.454, H45 1.100, H46 1.102, H47 1.095
23 C 8.2501 -0.0465 -4.0057  N21 1.446, H48 1.091, H49 1.095, H50 1.103
24 C 6.1657 -1.0833 -1.1245  C20 1.421, C25 1.381, H51 1.091
25 C 4.8886 -0.9962 -0.6068  C17 1.429, C24 1.381, H52 1.093
26 C 2.4997 -2.1240 3.2714  N2 1.457, N13 1.471, C27 1.543, C28 1.532
27 C 3.8839 -1.6086 3.7172  C26 1.543, H53 1.099, H54 1.097, H55 1.093
28 C 2.6356 -3.1351 2.1283  C26 1.532, H56 1.098, H57 1.093, H58 1.097
29 H 1.5590 -4.2248 5.8144  C1 1.092
30 H 2.4248 -4.7068 4.3256  C1 1.094
31 H 3.2671 -3.7564 5.5643  C1 1.100
32 H -0.2602 -0.5489 3.8873  C5 1.108
33 H 2.1716 0.4926 5.3850  C6 1.105
34 H 1.6434 1.3605 3.9164  C6 1.097
35 H -0.2817 2.7907 3.9378  C8 1.095
36 H -2.0815 3.9067 5.2633  C9 1.093
37 H -2.6201 3.0990 7.5663  C10 1.094
38 H -1.3708 1.1435 8.5188  C11 1.090
39 H 0.4059 0.0471 7.1703  C12 1.091
40 H 0.6667 0.3257 1.6680  C14 1.088
41 H 3.5500 -0.6313 1.4109  C15 1.090
42 H 2.2442 1.2212 -0.6150  C16 1.085
43 H 3.5308 1.2652 -2.7742  C18 1.092
44 H 5.7878 1.0373 -3.7870  C19 1.091
45 H 8.8408 -0.2733 -0.7594  C22 1.100
46 H 8.9161 -1.8199 -1.6591  C22 1.102
47 H 9.8609 -0.4139 -2.2236  C22 1.095
48 H 7.5316 0.5777 -4.5384  C23 1.091
49 H 9.2333 0.4360 -3.9923  C23 1.095
50 H 8.3462 -1.0084 -4.5363  C23 1.103
51 H 6.8911 -1.7640 -0.6757  C24 1.091
52 H 4.6282 -1.6722 0.2111  C25 1.093
53 H 3.8208 -1.1471 4.7127  C27 1.099
54 H 4.5751 -2.4601 3.7570  C27 1.097
55 H 4.2925 -0.8688 3.0241  C27 1.093
56 H 1.6647 -3.6172 1.9553  C28 1.098
57 H 2.9538 -2.6488 1.2022  C28 1.093
58 H 3.3821 -3.8883 2.4096  C28 1.097
59 C -0.3446 -0.4286 -6.7732  C60 1.497, H98 1.094, H99 1.098, H100 1.098
60 C -0.7930 -0.7765 -5.3878  C59 1.497, C61 1.395, C97 1.398
61 C -2.1545 -0.9039 -5.1129  C60 1.395, C62 1.402, H101 1.094
62 C -2.6309 -1.0483 -3.8018  C61 1.402, C63 1.503, C64 1.402
63 C -4.1148 -1.1168 -3.5706  C62 1.503, H102 1.100, H103 1.100, H104 1.101
64 C -1.6756 -1.0541 -2.7757  C62 1.402, N65 1.434, C95 1.401
65 N -2.0416 -0.7062 -1.4335  C64 1.434, C66 1.389, C84 1.389
66 C -3.0119 -1.3307 -0.6611  N65 1.389, C67 1.447, N73 1.306
67 C -3.4878 -2.6797 -0.8808  C66 1.447, C68 1.411, C72 1.413
68 C -4.7677 -2.9645 -0.3605  C67 1.411, C69 1.392, H105 1.091
69 C -5.3610 -4.1934 -0.6358  C68 1.392, C70 1.403, H106 1.090
70 C -4.6629 -5.1518 -1.3853  C69 1.403, C71 1.402, H107 1.091
71 C -3.3595 -4.8979 -1.8365  C70 1.402, C72 1.391, H108 1.091
72 C -2.7531 -3.6762 -1.5612  C67 1.413, C71 1.391, H109 1.090
73 N -3.4263 -0.5448 0.2967  C66 1.306, N74 1.393
74 N -2.6633 0.6171 0.2019  N73 1.393, C75 1.437, C84 1.356
75 C -2.9613 1.6082 1.1985  N74 1.437, C76 1.412, C82 1.414
76 C -3.1483 1.1346 2.5151  C75 1.412, C77 1.491, C78 1.397
77 C -2.7501 -0.2482 2.9067  C76 1.491, H110 1.096, H111 1.098, H112 1.098
78 C -3.7803 1.9504 3.4568  C76 1.397, C79 1.398, H113 1.094
79 C -4.2186 3.2382 3.1343  C78 1.398, C80 1.503, C81 1.395
80 C -4.9774 4.0727 4.1270  C79 1.503, H114 1.096, H115 1.099, H116 1.098
81 C -3.9584 3.7163 1.8504  C79 1.395, C82 1.398, H117 1.093
82 C -3.3353 2.9328 0.8750  C75 1.414, C81 1.398, C83 1.489
83 C -3.2029 3.5110 -0.4905  C82 1.489, H118 1.098, H119 1.095, H120 1.099
84 C -1.8965 0.5744 -0.9154  N65 1.389, N74 1.356, C85 1.498
85 C -0.6360 1.3203 -1.2311  C84 1.498, O86 1.267, C87 1.461
86 O 0.3860 1.0056 -0.5511  C85 1.267
87 C -0.5167 2.2496 -2.3521  C85 1.461, C88 1.483, C89 1.434
88 C 0.7727 2.9639 -2.5166  C87 1.483, H121 1.099, H122 1.095, H123 1.105
89 C -1.4977 2.3152 -3.3959  C87 1.434, C90 1.409, C94 1.425
90 C -2.8407 1.9345 -3.2042  C89 1.409, C91 1.390, H124 1.097
91 C -3.7926 2.0672 -4.2082  C90 1.390, C92 1.395, H125 1.091
92 C -3.4158 2.5569 -5.4585  C91 1.395, C93 1.398, H126 1.092
93 C -2.0863 2.9212 -5.6901  C92 1.398, C94 1.387, H127 1.090
94 C -1.1371 2.8022 -4.6855  C89 1.425, C93 1.387, H128 1.092
95 C -0.3144 -1.2427 -3.0505  C64 1.401, C96 1.497, C97 1.399
96 C 0.6253 -1.6993 -1.9787  C95 1.497, H129 1.106, H130 1.096, H131 1.091
97 C 0.1243 -1.0033 -4.3569  C60 1.398, C95 1.399, H132 1.095
98 H 0.7432 -0.3129 -6.8070  C59 1.094
99 H -0.6449 -1.2068 -7.4876  C59 1.098
100 H -0.7963 0.5152 -7.1063  C59 1.098
101 H -2.8751 -0.8330 -5.9324  C61 1.094
102 H -4.4607 -0.4448 -2.7717  C63 1.100
103 H -4.6382 -0.8256 -4.4931  C63 1.100
104 H -4.4257 -2.1406 -3.3126  C63 1.101
105 H -5.2653 -2.1910 0.2269  C68 1.091
106 H -6.3622 -4.4003 -0.2567  C69 1.090
107 H -5.1247 -6.1157 -1.6043  C70 1.091
108 H -2.8086 -5.6510 -2.4026  C71 1.091
109 H -1.7253 -3.4725 -1.8625  C72 1.090
110 H -2.7500 -0.3422 3.9985  C77 1.096
111 H -3.4536 -0.9811 2.4900  C77 1.098
112 H -1.7426 -0.5060 2.5556  C77 1.098
113 H -3.9534 1.5661 4.4659  C78 1.094
114 H -5.2699 5.0245 3.6698  C80 1.096
115 H -5.8880 3.5645 4.4733  C80 1.099
116 H -4.3764 4.2894 5.0198  C80 1.098
117 H -4.2848 4.7271 1.5908  C81 1.093
118 H -3.2686 4.6059 -0.4413  C83 1.098
119 H -2.2409 3.2669 -0.9519  C83 1.095
120 H -4.0174 3.1796 -1.1494  C83 1.099
121 H 0.6091 3.9430 -2.9888  C88 1.099
122 H 1.2618 3.1266 -1.5504  C88 1.095
123 H 1.4619 2.3976 -3.1693  C88 1.105
124 H -3.1426 1.5396 -2.2268  C90 1.097
125 H -4.8230 1.7717 -4.0059  C91 1.091
126 H -4.1636 2.6399 -6.2498  C92 1.092
127 H -1.7771 3.3100 -6.6600  C93 1.090
128 H -0.0951 3.0728 -4.8682  C94 1.092
129 H 0.5739 -2.7948 -1.8368  C96 1.106
130 H 1.6528 -1.4074 -2.2224  C96 1.096
131 H 0.3766 -1.2254 -1.0275  C96 1.091
132 H 1.1998 -0.9943 -4.5606  C97 1.095

Total charge   +1
HOMO-LUMO gap   4.69 eV
2S+1   1
Lowest unoccupied orbital energy   -3.698 eV
Highest occupied orbital energy   -8.384 eV